Arrangement a

DFT (ωB97M-V/def2-TZVPD) results for an isolated molecule of C4H6N2O.

Calculated values
Gap between HOMO and LUMO (eV): 8.54
E_LUMO (eV): 0.04

The geometry in ORCA input format:
```
! RIJCOSX wB97M-V def2-TZVPD def2/J DEFGRID3
* xyz 0 1
N -1.819 -0.230 -0.265
C -0.421 -0.163 -0.077
C 0.211 1.187 0.121
C 1.407 0.876 0.631
C 1.453 -0.603 1.024
O 0.387 -0.844 -1.167
N 0.129 -0.906 1.050
H -2.110 0.326 -1.063
H -2.152 -1.181 -0.390
H -0.251 2.139 -0.133
H 2.249 1.539 0.791
H 1.045 -0.250 -1.553
H -0.129 -1.888 1.031
*
```

natural (NBO) atomic charge list, values in e, 4 entries: number 1, N, carries -0.82; number 2, C, carries 0.46; number 3, C, carries -0.19; number 4, C, carries -0.30


Arrangement b

DFT (ωB97M-V/def2-TZVPD) results for an isolated molecule of C4H6N2O.

Calculated values
Gap between HOMO and LUMO (eV): 8.16
SMILES: CC(=C=CN)N=O
E_LUMO (eV): -0.32

The geometry in ORCA input format:
```
! RIJCOSX wB97M-V def2-TZVPD def2/J DEFGRID3
* xyz 0 1
C 0.271 -0.559 -2.247
C -0.210 -0.443 -0.828
C 0.369 0.134 0.202
C 0.619 0.389 1.471
N 0.259 1.509 2.208
N -1.461 -1.187 -0.595
O -1.988 -0.983 0.469
H -0.560 -0.847 -2.897
H 0.701 0.378 -2.611
H 1.040 -1.336 -2.330
H 1.268 -0.315 1.992
H 0.336 1.366 3.205
H -0.643 1.894 1.960
*
```

natural (NBO) atomic charge list, values in e, 4 entries: number 1, C, carries -0.64; number 2, C, carries -0.04; number 3, C, carries 0.01; number 4, C, carries -0.03


Least stable of them? arrangement b.


Arrangement a

DFT (ωB97M-V/def2-TZVPD) results for an isolated molecule of C4H6N2O.

Calculated values
Gap between HOMO and LUMO (eV): 8.54
SMILES: Nc1cc[nH]c1O
E_LUMO (eV): 0.96

The geometry in ORCA input format:
```
! RIJCOSX wB97M-V def2-TZVPD def2/J DEFGRID3
* xyz 0 1
N 0.459 -0.719 1.799
C 0.029 -0.154 0.562
C -1.128 0.614 0.261
C -1.183 0.776 -1.100
N -0.033 0.205 -1.629
C 0.716 -0.304 -0.608
O 1.960 -0.794 -0.779
H -0.245 -1.383 2.116
H 0.548 -0.022 2.533
H -1.497 1.277 1.022
H -1.925 1.217 -1.756
H 0.267 0.263 -2.588
H 2.219 -1.030 0.131
*
```

natural (NBO) atomic charge list, values in e, 4 entries: number 1, N, carries -0.85; number 2, C, carries -0.06; number 3, C, carries -0.32; number 4, C, carries -0.09


Arrangement b

DFT (ωB97M-V/def2-TZVPD) results for an isolated molecule of C4H6N2O.

Calculated values
Gap between HOMO and LUMO (eV): 8.35
SMILES: Cc1[nH]ncc1O
E_LUMO (eV): 0.74

The geometry in ORCA input format:
```
! RIJCOSX wB97M-V def2-TZVPD def2/J DEFGRID3
* xyz 0 1
C -1.854 -0.704 0.196
C -0.677 0.138 -0.313
N -0.398 1.407 -0.165
N 0.866 1.837 -0.126
C 1.688 0.722 -0.049
C 1.061 -0.494 -0.071
O 1.501 -1.782 -0.107
H -2.675 -0.746 -0.579
H -1.444 -1.563 0.602
H -2.390 -0.073 1.118
H -0.932 2.140 -0.436
H 2.818 0.871 0.002
H 2.437 -1.753 -0.071
*
```

natural (NBO) atomic charge list, values in e, 4 entries: number 1, C, carries -0.65; number 2, C, carries 0.12; number 3, N, carries -0.31; number 4, N, carries -0.30


Arrangement c

DFT (ωB97M-V/def2-TZVPD) results for an isolated molecule of C4H6N2O.

Calculated values
Gap between HOMO and LUMO (eV): 8.97
E_LUMO (eV): 0.41

The geometry in ORCA input format:
```
! RIJCOSX wB97M-V def2-TZVPD def2/J DEFGRID3
* xyz 0 1
C -2.531 -0.158 0.518
C -1.159 -0.039 -0.077
C 2.346 -0.207 -1.246
C 1.542 0.429 -0.431
O 3.270 -1.155 -0.912
N 0.902 1.145 0.357
N -0.417 0.735 0.664
H -2.672 0.303 1.513
H -2.816 -1.213 0.572
H -3.239 0.307 -0.178
H 2.310 -0.023 -2.312
H 3.195 -1.354 0.031
H -0.731 1.230 1.502
*
```

natural (NBO) atomic charge list, values in e, 4 entries: number 1, C, carries -0.73; number 2, C, carries 0.10; number 3, C, carries 0.02; number 4, C, carries 0.24


Arrangement d

DFT (ωB97M-V/def2-TZVPD) results for an isolated molecule of C4H6N2O.

Calculated values
Gap between HOMO and LUMO (eV): 8.83
E_LUMO (eV): 0.87

The geometry in ORCA input format:
```
! RIJCOSX wB97M-V def2-TZVPD def2/J DEFGRID3
* xyz 0 1
C 0.212 -0.006 0.706
C 0.888 0.864 -0.263
C -1.242 0.023 0.184
C 0.020 1.147 -1.241
N 0.797 -1.418 0.535
N 1.388 -1.883 -0.395
O -1.237 0.836 -1.004
H 0.371 0.370 1.700
H 1.965 0.903 -0.261
H -1.816 -0.877 -0.053
H -2.066 0.511 0.906
H 0.069 1.595 -2.196
H 0.652 -2.065 1.384
*
```

natural (NBO) atomic charge list, values in e, 4 entries: number 1, C, carries -0.18; number 2, C, carries -0.35; number 3, C, carries -0.10; number 4, C, carries 0.19


Least stable of them? arrangement c.


Arrangement a

DFT (ωB97M-V/def2-TZVPD) results for an isolated molecule of C4H6N2O.

Calculated values
Gap between HOMO and LUMO (spin up / spin down) (eV): 6.90 / 6.90
E_LUMO (spin up / spin down) (eV): -0.35 / -0.35

The geometry in ORCA input format:
```
! RIJCOSX wB97M-V def2-TZVPD def2/J DEFGRID3
* xyz 0 1
C 0.296 -0.861 -0.876
C 1.653 1.251 -1.955
C 0.128 0.126 0.055
C -0.913 0.208 1.124
N 0.928 -1.033 -2.028
N 1.735 0.028 -2.379
O 1.982 2.366 -1.704
H -0.354 -1.778 -0.647
H 0.997 0.727 0.207
H -0.589 0.733 2.024
H -1.063 -0.837 1.433
H -1.879 0.605 0.754
H 2.287 -0.039 -3.196
*
```

natural (NBO) atomic charge list, values in e, 4 entries: number 1, C, carries 0.00; number 2, C, carries 0.81; number 3, C, carries -0.38; number 4, C, carries -0.63


Arrangement b

DFT (ωB97M-V/def2-TZVPD) results for an isolated molecule of C4H6N2O.

Calculated values
Gap between HOMO and LUMO (eV): 10.66
SMILES: O=C1NC[C@H]2CN12
E_LUMO (eV): 0.87

The geometry in ORCA input format:
```
! RIJCOSX wB97M-V def2-TZVPD def2/J DEFGRID3
* xyz 0 1
O 1.878 -1.399 -1.262
C 0.959 -0.753 -0.822
N -0.354 -1.144 -0.753
C -1.229 -0.213 -0.080
C -0.286 0.969 0.125
C 0.828 0.835 1.084
N 1.047 0.606 -0.349
H -0.653 -2.023 -1.144
H -1.613 -0.626 0.862
H -2.082 0.083 -0.699
H -0.633 1.944 -0.202
H 1.295 1.736 1.476
H 0.844 -0.016 1.764
*
```

natural (NBO) atomic charge list, values in e, 4 entries: number 1, O, carries -0.59; number 2, C, carries 0.77; number 3, N, carries -0.63; number 4, C, carries -0.23


Least stable of them? arrangement a.


Arrangement a

DFT (ωB97M-V/def2-TZVPD) results for an isolated molecule of C4H6N2O.

Calculated values
Gap between HOMO and LUMO (eV): 9.53
SMILES: Cc1cc(=O)[nH][nH]1
E_LUMO (eV): 0.75

The geometry in ORCA input format:
```
! RIJCOSX wB97M-V def2-TZVPD def2/J DEFGRID3
* xyz 0 1
C -1.920 -0.062 -0.066
C -0.433 -0.080 -0.075
C 0.442 -0.142 -1.100
C 1.786 0.013 -0.556
O 2.883 -0.068 -1.073
N 1.583 0.278 0.816
N 0.241 0.006 1.136
H -2.277 0.901 0.312
H -2.330 -0.850 0.571
H -2.308 -0.186 -1.077
H 0.232 -0.331 -2.139
H 2.247 -0.149 1.448
H -0.146 0.670 1.803
*
```

natural (NBO) atomic charge list, values in e, 4 entries: number 1, C, carries -0.66; number 2, C, carries 0.23; number 3, C, carries -0.41; number 4, C, carries 0.61


Arrangement b

DFT (ωB97M-V/def2-TZVPD) results for a cluster of 2 separate species, C4H6N2O in total.

Calculated values
Gap between HOMO and LUMO (eV): 10.66
SMILES: [H]/N=C/OC=C.C#N
E_LUMO (eV): 0.80

The geometry in ORCA input format:
```
! RIJCOSX wB97M-V def2-TZVPD def2/J DEFGRID3
* xyz 0 1
H -2.436 0.871 -1.580
N -1.666 0.495 -1.033
C -2.049 0.273 0.153
O -1.249 -0.242 1.101
C -0.004 -0.690 0.687
C 1.072 -0.512 1.433
H -3.038 0.464 0.576
H -0.025 -1.210 -0.268
H 1.040 0.035 2.370
H 2.026 -0.895 1.091
C 2.084 0.475 -1.521
N 3.225 0.364 -1.392
H 1.019 0.570 -1.617
*
```

natural (NBO) atomic charge list, values in e, 4 entries: number 1, H, carries 0.36; number 2, N, carries -0.73; number 3, C, carries 0.42; number 4, O, carries -0.49


Least stable of them? arrangement b.


Arrangement a

DFT (ωB97M-V/def2-TZVPD) results for an isolated molecule of C4H6N2O.

Calculated values
Gap between HOMO and LUMO (eV): 10.43
SMILES: CC1=NC(O)=NC1
E_LUMO (eV): 0.81

The geometry in ORCA input format:
```
! RIJCOSX wB97M-V def2-TZVPD def2/J DEFGRID3
* xyz 0 1
C -0.400 1.681 0.900
C -0.084 0.413 0.200
N -0.603 0.066 -0.929
C -0.019 -1.197 -1.190
O -0.370 -1.845 -2.300
N 0.828 -1.661 -0.357
C 0.846 -0.654 0.676
H -1.105 1.521 1.707
H -0.841 2.410 0.238
H 0.471 2.137 1.352
H -1.008 -1.286 -2.761
H 1.845 -0.329 0.977
H 0.441 -1.256 1.488
*
```

natural (NBO) atomic charge list, values in e, 4 entries: number 1, C, carries -0.67; number 2, C, carries 0.33; number 3, N, carries -0.50; number 4, C, carries 0.62


Arrangement b

DFT (ωB97M-V/def2-TZVPD) results for an isolated molecule of C4H6N2O.

Calculated values
Gap between HOMO and LUMO (eV): 7.68
E_LUMO (eV): 0.76

The geometry in ORCA input format:
```
! RIJCOSX wB97M-V def2-TZVPD def2/J DEFGRID3
* xyz 0 1
C -0.797 1.519 0.814
C -0.421 0.471 1.673
C 0.061 0.448 -1.075
C 0.438 -0.409 -2.160
N -0.519 1.281 -0.453
N 0.129 -0.572 1.148
O 0.532 -1.570 2.065
H -1.261 2.439 1.099
H -0.589 0.575 2.738
H 0.202 0.084 -3.105
H 1.512 -0.608 -2.134
H -0.106 -1.354 -2.118
H 0.820 -2.304 1.509
*
```

natural (NBO) atomic charge list, values in e, 4 entries: number 1, C, carries -0.28; number 2, C, carries 0.00; number 3, C, carries 0.46; number 4, C, carries -0.72


Arrangement c

DFT (ωB97M-V/def2-TZVPD) results for a structure of composition C4H6N2O.

Calculated values
Gap between HOMO and LUMO (eV): 9.98
E_LUMO (eV): 0.48

The geometry in ORCA input format:
```
! RIJCOSX wB97M-V def2-TZVPD def2/J DEFGRID3
* xyz 0 1
C 1.687 0.125 -0.347
C -1.890 0.803 0.938
C 0.943 -1.188 0.052
C -0.293 -0.386 -0.360
N -1.371 -0.281 0.555
N 0.479 0.718 -0.731
O 2.800 0.474 -0.536
H -2.586 0.857 1.794
H -1.749 1.735 0.428
H 1.357 -2.017 -0.589
H 1.011 -1.478 1.162
H -0.746 -1.078 -1.590
H 0.357 1.716 -0.775
*
```

natural (NBO) atomic charge list, values in e, 4 entries: number 1, C, carries 0.70; number 2, C, carries -0.03; number 3, C, carries -0.53; number 4, C, carries 0.17


Least stable of them? arrangement b.


Arrangement a

DFT (ωB97M-V/def2-TZVPD) results for an isolated molecule of C5H12N2O.

Calculated values
Gap between HOMO and LUMO (eV): 7.28
E_LUMO (eV): -1.88

The geometry in ORCA input format:
```
! RIJCOSX wB97M-V def2-TZVPD def2/J DEFGRID3
* xyz 0 1
N -0.399 1.116 2.226
C 0.202 -0.008 1.940
C -0.719 -1.240 2.018
C 0.731 0.024 0.243
N -0.427 0.471 -0.501
C -0.116 0.886 -1.873
C 0.143 -0.305 -2.789
O 1.231 -1.061 -0.054
H 0.014 1.558 3.048
H 1.114 -0.230 2.509
H 1.451 0.873 0.255
H -1.536 -1.123 1.312
H -0.134 -2.105 1.711
H -1.125 -1.317 3.024
H -0.815 1.225 0.059
H -0.960 1.483 -2.219
H 0.780 1.528 -1.898
H -0.756 -0.912 -2.861
H 0.934 -0.908 -2.358
H 0.386 0.044 -3.791
*
```

natural (NBO) atomic charge list, values in e, 4 entries: number 1, N, carries -0.52; number 2, C, carries -0.01; number 3, C, carries -0.59; number 4, C, carries 0.38


Arrangement b

DFT (ωB97M-V/def2-TZVPD) results for an isolated molecule of C5H12N2O.

Calculated values
Gap between HOMO and LUMO (eV): 10.24
SMILES: CC(C)CNC(N)=O
E_LUMO (eV): 0.75

The geometry in ORCA input format:
```
! RIJCOSX wB97M-V def2-TZVPD def2/J DEFGRID3
* xyz 0 1
C 0.120 1.535 0.850
C 0.177 0.045 1.103
C 1.126 -0.268 2.268
C 0.718 -0.728 -0.140
N 0.059 -0.391 -1.389
C -1.212 -0.812 -1.678
N -1.699 -0.378 -2.921
O -1.836 -1.574 -0.977
H 0.920 1.962 0.251
H 0.051 2.074 1.799
H -0.825 1.815 0.363
H -0.826 -0.357 1.234
H 1.903 0.472 2.447
H 1.706 -1.170 2.002
H 0.641 -0.563 3.197
H 1.761 -0.444 -0.281
H 0.622 -1.789 0.065
H 0.399 0.446 -1.826
H -1.148 0.224 -3.480
H -2.659 -0.098 -2.887
*
```

natural (NBO) atomic charge list, values in e, 4 entries: number 1, C, carries -0.62; number 2, C, carries -0.25; number 3, C, carries -0.61; number 4, C, carries -0.20


Least stable of them? arrangement a.


Arrangement a

DFT (ωB97M-V/def2-TZVPD) results for an isolated molecule of C5H12N2O.

Calculated values
Gap between HOMO and LUMO (eV): 9.69
SMILES: CNC[C@@H](C)NC=O
E_LUMO (eV): 0.88

The geometry in ORCA input format:
```
! RIJCOSX wB97M-V def2-TZVPD def2/J DEFGRID3
* xyz 0 1
C 1.286 2.414 1.735
N 0.980 1.271 0.864
C -0.425 0.954 0.770
C -0.679 -0.421 0.174
C -2.123 -0.893 0.376
N -0.322 -0.383 -1.239
C 0.486 -1.325 -1.818
O 1.077 -2.175 -1.198
H 0.968 3.399 1.380
H 0.796 2.214 2.686
H 2.357 2.383 1.912
H 1.411 1.453 -0.044
H -0.902 1.034 1.747
H -0.950 1.682 0.119
H -0.060 -1.154 0.672
H -2.889 -0.132 0.223
H -2.229 -1.714 -0.339
H -2.315 -1.330 1.355
H -0.966 0.041 -1.891
H 0.524 -1.171 -2.908
*
```

natural (NBO) atomic charge list, values in e, 4 entries: number 1, C, carries -0.41; number 2, N, carries -0.62; number 3, C, carries -0.21; number 4, C, carries -0.08


Arrangement b

DFT (ωB97M-V/def2-TZVPD) results for a cluster of 2 separate species, C5H12N2O in total.

Calculated values
Gap between HOMO and LUMO (spin up / spin down) (eV): 8.05 / 8.05
SMILES: C=C(C)N=O.CNC
E_LUMO (spin up / spin down) (eV): 0.51 / 0.51

The geometry in ORCA input format:
```
! RIJCOSX wB97M-V def2-TZVPD def2/J DEFGRID3
* xyz 0 1
C -2.770 -0.001 -1.123
C -1.575 -0.551 -0.860
C -1.390 -1.756 0.017
N -0.470 0.049 -1.464
O 0.670 -0.473 -1.178
H -2.848 0.851 -1.775
H -3.680 -0.395 -0.706
H -0.916 -2.556 -0.555
H -0.717 -1.511 0.845
H -2.342 -2.103 0.400
C 2.543 0.010 0.873
N 1.605 0.679 0.000
C 0.545 1.617 0.639
H 3.221 0.721 1.362
H 1.988 -0.538 1.634
H 3.144 -0.694 0.298
H 2.082 1.174 -0.750
H 0.011 1.045 1.396
H -0.146 1.952 -0.137
H 1.045 2.481 1.083
*
```

natural (NBO) atomic charge list, values in e, 4 entries: number 1, C, carries -0.40; number 2, C, carries 0.09; number 3, C, carries -0.66; number 4, N, carries -0.13


Least stable of them? arrangement b.